No. 1
C35H52OP4SSc | wB97M-V/def2-TZVPD

Structure (XYZ):
```
94
C35H52OP4SSc, DFT wB97M-V/def2-TZVPD
Sc 0.147 0.570 -0.865
P 2.476 1.243 -0.084
P -2.051 1.777 -0.858
P 0.791 1.925 -3.307
H -0.866 -3.978 0.418
C -0.389 -3.927 -0.571
C 0.919 -3.830 -0.881
H 1.635 -3.238 -0.288
C 3.020 0.450 1.437
C 2.509 2.974 0.502
C 3.943 1.032 -1.147
C -3.492 1.185 -1.836
C -2.774 1.742 0.786
C -1.857 3.560 -1.197
C 2.061 1.268 -4.478
C 1.568 3.497 -2.803
C -0.401 2.384 -4.650
H -1.101 -3.918 -1.405
H 1.336 -4.239 -1.822
H 2.929 -0.636 1.393
H 2.411 0.791 2.280
H 4.066 0.749 1.562
H 2.154 3.005 1.541
H 1.869 3.636 -0.099
H 3.562 3.280 0.436
H 3.946 0.012 -1.565
H 4.789 1.174 -0.457
H 3.976 1.763 -1.966
H -4.360 1.825 -1.620
H -3.729 0.150 -1.543
H -3.291 1.187 -2.916
H -3.610 2.444 0.813
H -2.049 1.991 1.561
H -3.137 0.740 1.013
H -2.769 4.050 -0.829
H -1.699 3.774 -2.264
H -0.989 3.943 -0.632
H 2.033 1.887 -5.391
H 1.809 0.236 -4.759
H 3.066 1.302 -4.043
H 1.671 4.154 -3.671
H 2.566 3.315 -2.383
H 0.944 4.028 -2.074
H 0.093 2.265 -5.634
H -0.729 3.433 -4.567
H -1.278 1.722 -4.596
C -0.853 -1.697 -3.986
C -1.718 -1.713 -5.089
C -1.363 -2.501 -6.194
C -0.241 -3.329 -6.163
C 0.627 -3.249 -5.078
C 0.339 -2.412 -4.013
S -1.126 -0.857 -2.392
H 0.319 -0.431 -2.425
H -2.642 -1.135 -5.064
H -1.958 -2.472 -7.098
H -0.017 -4.037 -6.964
H 1.550 -3.804 -5.006
H 0.955 -2.329 -3.122
O -0.158 -0.272 1.050
P -0.324 -0.662 2.557
C -1.984 -1.283 2.911
C -3.009 -0.437 3.393
C -4.316 -0.910 3.544
C -4.661 -2.180 3.074
C -3.660 -2.986 2.511
C -2.319 -2.599 2.546
C 1.033 -1.724 3.136
C 1.838 -1.387 4.252
C 2.870 -2.222 4.683
C 3.166 -3.388 3.978
C 2.445 -3.691 2.818
C 1.389 -2.876 2.408
C -0.259 0.799 3.596
C -0.515 0.720 4.977
C -0.390 1.859 5.778
C -0.008 3.079 5.209
C 0.196 3.164 3.829
C 0.019 2.043 3.020
H -2.803 0.615 3.593
H -5.059 -0.273 4.024
H -5.693 -2.538 3.144
H -3.929 -3.936 2.051
H -1.540 -3.296 2.226
H 1.714 -0.431 4.753
H 3.460 -1.968 5.567
H 3.959 -4.053 4.326
H 2.739 -4.560 2.229
H 0.893 -3.106 1.469
H -0.821 -0.225 5.429
H -0.573 1.794 6.847
H 0.114 3.967 5.832
H 0.514 4.095 3.358
H 0.082 2.137 1.934
```

As for the charge: +3. The calculation puts the LUMO energy at -10.13 eV. The spin multiplicity is 1. For the HOMO energy, the calculation gives -16.327 eV. Its energy above the lowest of the compared OMol25 structures with the same formula, charge and spin is 225.55 kJ/mol. For the gap between HOMO and LUMO, the calculation gives 6.196 eV.

Results of the Löwdin charge analysis, in e, for atoms 1 through 4: number 1, Sc, carries 0.390; number 2, P, carries 0.756; number 3, P, carries 0.731; number 4, P, carries 0.790

No. 2
C21H45As2Br2OPtSi3 | wB97M-V/def2-TZVPD

Structure (XYZ):
```
75
C21H45As2Br2OPtSi3, DFT wB97M-V/def2-TZVPD
Pt -0.017 0.321 0.035
C 1.305 0.353 -3.601
O 0.997 -0.284 -2.337
Si 2.020 -1.362 -1.543
C 1.372 -3.077 -1.754
C 3.780 -1.288 -2.077
C 1.744 -0.623 0.202
Si 2.859 0.996 0.492
C 2.582 2.072 -1.025
C 2.163 1.977 1.932
C 4.614 0.469 0.770
Si 1.725 -1.923 1.663
C 3.379 -2.763 1.654
C 1.364 -1.014 3.258
C 0.275 -3.076 1.359
H 0.985 -0.282 -4.427
H 2.376 0.526 -3.694
H 0.790 1.311 -3.645
H 1.529 -3.359 -2.802
H 0.309 -3.164 -1.535
H 1.918 -3.798 -1.142
H 3.835 -1.626 -3.119
H 4.387 -1.985 -1.492
H 4.245 -0.303 -2.024
H 1.522 2.143 -1.292
H 3.130 1.720 -1.902
H 2.935 3.084 -0.806
H 1.067 1.987 1.968
H 2.491 3.015 1.815
H 2.536 1.625 2.896
H 4.921 -0.426 0.229
H 4.803 0.310 1.834
H 5.249 1.298 0.437
H 4.166 -2.117 2.046
H 3.677 -3.113 0.663
H 3.320 -3.639 2.308
H 2.258 -0.562 3.696
H 0.984 -1.732 3.991
H 0.615 -0.225 3.135
H -0.547 -2.567 0.854
H -0.087 -3.449 2.322
H 0.552 -3.948 0.766
C -1.638 1.584 3.185
As -1.791 0.276 1.773
C -2.354 -1.336 2.663
C -3.330 0.799 0.737
C -4.461 1.227 1.422
C -5.582 1.635 0.705
C -5.576 1.601 -0.684
C -4.449 1.159 -1.369
C -3.337 0.745 -0.647
As -1.879 -0.103 -1.554
C -2.076 0.145 -3.450
C -2.325 -1.974 -1.384
H -1.979 1.115 4.107
H -2.259 2.438 2.925
H -0.610 1.922 3.310
H -3.277 -1.059 3.174
H -1.608 -1.644 3.392
H -2.547 -2.144 1.963
H -4.481 1.256 2.505
H -6.452 1.996 1.237
H -6.450 1.911 -1.241
H -4.460 1.132 -2.451
H -2.995 -0.388 -3.694
H -1.246 -0.325 -3.960
H -2.138 1.192 -3.723
H -1.702 -2.564 -2.052
H -3.368 -2.067 -1.690
H -2.211 -2.328 -0.364
Br -0.779 3.493 0.385
C -1.574 4.640 -0.963
Br -1.694 3.751 -2.663
H -0.935 5.507 -1.070
H -2.567 4.905 -0.631
```

As for the charge: +3. The calculation puts the LUMO energy at -11.86 eV. The spin multiplicity is 1. For the HOMO energy, the calculation gives -18.160 eV. Its energy above the lowest of the compared OMol25 structures with the same formula, charge and spin is 111.13 kJ/mol. For the gap between HOMO and LUMO, the calculation gives 6.296 eV.

Results of the Löwdin charge analysis, in e, for atoms 1 through 4: number 1, Pt, carries 0.694; number 2, C, carries -0.081; number 3, O, carries -0.398; number 4, Si, carries 0.348

No. 3
C10H12CuN2O6 | wB97M-V/def2-TZVPD

Structure (XYZ):
```
31
C10H12CuN2O6, DFT wB97M-V/def2-TZVPD
O -0.141 3.966 -2.582
C -0.324 2.946 -3.062
Cu 0.697 -1.100 -1.628
O -0.053 0.289 -6.006
C -0.138 0.027 -4.899
C 0.344 -2.751 -2.367
O -0.062 -3.680 -2.911
C -1.534 -0.108 -2.830
O -2.561 0.304 -3.112
C 1.884 -0.306 -2.861
O 2.782 0.098 -3.457
C 2.331 -0.112 0.716
N 1.170 -0.085 1.592
C 1.435 -0.115 3.029
C -0.052 -0.033 1.023
O -0.190 -0.123 -0.249
N -1.215 0.167 1.684
C -1.515 0.089 3.104
C -2.392 0.245 0.846
H 3.215 -0.157 1.354
H 2.381 0.789 0.092
H 2.314 -0.995 0.060
H 1.101 0.806 3.528
H 0.970 -0.993 3.500
H 2.520 -0.191 3.147
H -2.099 0.980 3.370
H -2.142 -0.798 3.284
H -0.628 0.040 3.729
H -2.347 1.101 0.166
H -2.503 -0.650 0.223
H -3.248 0.348 1.518
```

As for the charge: +2. The calculation puts the LUMO energy (alpha / beta) at -6.78 / -11.75 eV. The spin multiplicity is 2. For the HOMO energy (alpha / beta), the calculation gives -17.313 / -17.190 eV. For the gap between HOMO and LUMO (alpha / beta), the calculation gives 10.532 / 5.440 eV.

Results of the Löwdin charge analysis, in e, for atoms 1 through 4: number 1, O, carries 0.057; number 2, C, carries 0.035; number 3, Cu, carries 0.211; number 4, O, carries 0.135

No. 4
C4H11O4 | wB97M-V/def2-TZVPD

Structure (XYZ):
```
19
C4H11O4, DFT wB97M-V/def2-TZVPD
O 1.458 1.589 -2.919
C 0.828 0.773 -2.273
C 1.239 0.023 -1.063
C 0.436 -1.260 -0.789
C -0.038 -1.373 0.689
O -0.208 -0.149 1.272
H -0.089 0.456 -2.826
H 1.071 0.709 -0.211
H 2.327 -0.047 -1.109
H -0.462 -1.092 -1.385
H 1.051 -2.087 -1.138
H -1.019 -1.877 0.550
H 0.641 -2.014 1.279
H -1.559 1.035 3.477
H -0.730 0.082 2.707
O -1.081 0.214 3.667
H -1.090 1.107 0.577
H -1.558 1.883 -0.695
O -1.216 2.027 0.189
```

As for the charge: -1. The calculation puts the LUMO energy at 3.74 eV. The spin multiplicity is 1. For the HOMO energy, the calculation gives -4.357 eV. Its energy above the lowest of the compared OMol25 structures with the same formula, charge and spin is 177.58 kJ/mol. For the gap between HOMO and LUMO, the calculation gives 8.101 eV.

Results of the Löwdin charge analysis, in e, for atoms 1 through 4: number 1, O, carries -0.003; number 2, C, carries -0.297; number 3, C, carries -0.185; number 4, C, carries -0.182